[1]
# C21H26ClN3O2

The molecule C21H26ClN3O2 (ωB97M-V/def2-TZVPD, the Open Molecules 2025 dataset).

Each line ends with the Mulliken charge.
CARTESIAN COORDINATES (ANGSTROEM)
C -2.769 3.666 5.795  -1.3377
C -1.954 4.196 4.637  -0.9525
C -1.694 2.997 3.703  -0.0420
C -2.643 2.352 2.839  -1.2742
C -2.120 1.196 1.940  0.4785
C -2.212 0.049 2.246  0.4057
C -1.765 -0.981 1.382  -0.6346
C -1.425 -0.661 0.178  0.1615
N -1.019 -1.670 -0.749  0.1991
C -0.595 -1.854 -1.963  0.9912
O -0.662 -0.715 -2.641  -0.6869
C -0.124 -3.166 -2.475  -1.4015
N 0.653 -3.067 -3.494  0.2895
C 0.411 -2.645 -4.742  -0.7151
C 2.159 -2.852 -3.022  -1.1145
C 1.931 -1.120 -2.853  0.4275
O 2.274 -0.272 -3.439  -0.3143
N 2.126 -0.903 -1.334  -0.1652
C 1.597 0.147 -0.659  0.7068
C 1.795 1.329 -1.273  -1.5417
C 1.516 2.563 -0.470  -0.4356
C 1.185 2.489 0.801  -0.8047
C 1.343 1.360 1.365  0.1176
C 1.544 0.121 0.761  0.0712
Cl 1.745 -1.329 1.517  -0.2581
C -1.755 0.447 -0.346  -0.3689
C -2.123 1.539 0.417  -0.8539
H -3.006 4.564 6.354  0.4349
H -2.370 2.925 6.252  0.4588
H -3.909 3.485 5.444  0.2602
H -1.108 4.580 4.855  0.5722
H -2.413 4.740 3.871  0.3918
H -0.815 3.340 2.896  -0.2642
H -1.001 2.347 4.119  0.7288
H -3.159 3.250 2.386  0.2424
H -3.381 2.083 3.688  0.3279
H -2.375 -0.132 3.487  0.0899
H -1.646 -2.054 1.720  0.2808
H -0.743 -2.612 -0.184  0.2011
H -1.019 -3.896 -2.876  0.3468
H 0.241 -3.776 -1.722  0.4324
H 0.286 -1.400 -4.851  0.1491
H -0.543 -3.176 -5.077  0.2981
H 1.067 -2.887 -5.517  0.3220
H 2.392 -3.504 -2.281  0.3572
H 2.903 -2.851 -3.750  0.4076
H 1.908 -1.865 -0.758  0.3521
H 1.899 1.285 -2.184  1.3080
H 1.342 3.654 -1.136  0.1037
H 0.960 3.297 1.453  0.5227
H 1.289 1.218 2.516  0.0880
H -1.469 0.771 -1.297  0.4334
H -2.050 2.762 0.151  0.2069

The energy is -43271.717 eV. The multiplicity is 1.

***

[2]
# C21H26FN3O4S

The molecule C21H26FN3O4S (ωB97M-V/def2-TZVPD, the Open Molecules 2025 dataset).

Each line ends with the Mulliken charge.
CARTESIAN COORDINATES (ANGSTROEM)
C -6.626 -4.618 0.159  -1.4256
C -6.235 -3.153 0.043  -0.2574
O -4.832 -3.070 0.192  -0.3943
C -4.236 -1.846 0.136  0.6540
C -2.850 -1.837 0.303  -0.8138
C -2.150 -0.653 0.265  -0.1894
C -2.809 0.559 0.058  0.4244
N -2.040 1.725 0.044  0.0336
C -2.428 3.001 -0.192  0.6043
O -3.561 3.368 -0.425  -0.6762
C -1.265 3.988 -0.092  -0.7553
C -0.007 3.559 -0.853  -0.8936
N 0.618 2.370 -0.279  0.2340
C 1.446 1.659 -1.245  -0.7108
C 1.954 0.352 -0.632  -1.0907
N 2.639 0.564 0.625  0.1105
S 4.244 1.041 0.454  1.4237
O 4.446 1.887 -0.690  -0.6790
O 4.686 1.510 1.732  -0.7602
C 4.988 -0.553 0.120  -0.2915
C 4.952 -1.511 1.115  -0.3511
C 5.514 -2.754 0.886  -0.6619
C 6.101 -2.997 -0.347  0.4064
F 6.647 -4.203 -0.577  -0.3141
C 6.145 -2.042 -1.349  -0.6594
C 5.578 -0.802 -1.104  -0.0650
C 1.856 1.354 1.553  -1.2468
C 1.402 2.664 0.912  -0.6161
C -4.188 0.550 -0.109  -0.7083
C -4.895 -0.640 -0.070  -0.3276
H -6.324 -5.007 1.128  0.3256
H -6.130 -5.197 -0.615  0.3256
H -7.702 -4.724 0.051  0.4168
H -6.734 -2.565 0.826  0.3615
H -6.535 -2.758 -0.938  0.3556
H -2.346 -2.777 0.464  0.4160
H -1.077 -0.659 0.401  0.1087
H -1.028 1.598 0.126  0.0150
H -1.613 4.942 -0.488  0.3816
H -1.042 4.132 0.968  0.2788
H -0.291 3.324 -1.882  0.4484
H 0.702 4.400 -0.884  0.3944
H 2.313 2.263 -1.554  0.3837
H 0.840 1.428 -2.125  0.4788
H 1.116 -0.327 -0.445  0.3599
H 2.656 -0.132 -1.313  0.4519
H 4.491 -1.267 2.058  0.4231
H 5.509 -3.527 1.637  0.4351
H 6.616 -2.273 -2.291  0.4413
H 5.593 -0.018 -1.845  0.5166
H 0.991 0.758 1.859  0.3713
H 2.490 1.553 2.417  0.5291
H 2.294 3.265 0.668  0.4327
H 0.787 3.221 1.621  0.4420
H -4.708 1.480 -0.270  0.5157
H -5.964 -0.606 -0.204  0.3883

The energy is -48412.001 eV. The multiplicity is 1.

***

[3]
# C21H26FN5O2S

A cluster of 2 separate species, C21H26FN5O2S in total (ωB97M-V/def2-TZVPD, the Open Molecules 2025 dataset).

Each line ends with the Mulliken charge.
CARTESIAN COORDINATES (ANGSTROEM)
N -5.043 -3.509 -1.599  -0.4935
C -3.979 -3.731 -1.179  -0.0315
C -2.666 -3.996 -0.674  0.4629
C -2.436 -5.067 0.198  -0.9655
C -1.147 -5.322 0.681  -0.1255
C -0.060 -4.515 0.291  -0.0504
C 1.352 -4.772 0.795  0.1743
C 1.642 -3.972 2.105  -0.8074
C 2.054 -4.956 3.236  -0.3958
C 1.990 -6.246 2.512  0.2611
C 2.290 -7.552 2.760  -0.7697
N 2.075 -8.271 1.579  -0.6666
C 1.681 -7.401 0.665  -0.0330
N 1.595 -6.142 1.238  0.1562
C -0.303 -3.429 -0.571  0.3921
F 0.701 -2.603 -0.951  -0.3615
C -1.593 -3.179 -1.046  -0.6451
H -3.263 -5.703 0.504  0.4523
H -0.997 -6.154 1.366  0.4110
H 2.083 -4.509 0.022  0.4918
H 2.449 -3.255 1.925  0.3556
H 0.760 -3.404 2.417  0.3640
H 3.063 -4.752 3.608  0.2834
H 1.346 -4.930 4.071  0.2599
H 2.657 -7.957 3.699  0.3946
H 1.457 -7.638 -0.371  0.3935
H -1.756 -2.339 -1.713  0.5068
C 2.073 4.212 -0.315  -0.9571
N 1.179 4.456 0.819  -0.0748
C -0.076 4.927 0.841  -0.0363
O -0.642 5.011 1.923  -0.6699
C -0.795 5.436 -0.426  0.2582
C -1.390 4.298 -1.283  -0.5889
C -2.351 3.372 -0.523  -0.8359
S -1.606 2.075 0.513  -0.0960
C -0.872 0.996 -0.742  -0.6819
N 0.058 6.293 -1.262  0.0336
C -0.399 7.240 -2.081  0.7525
C 0.642 8.101 -2.755  -1.2013
O -1.587 7.428 -2.301  -0.6365
H 2.826 3.477 -0.027  0.3044
H 2.584 5.133 -0.598  0.3388
H 1.524 3.818 -1.171  0.3050
H 1.515 4.187 1.732  0.2757
H -1.632 6.041 -0.074  0.4619
H -1.959 4.754 -2.094  0.4182
H -0.595 3.709 -1.736  0.0090
H -2.999 3.986 0.103  0.3726
H -2.985 2.876 -1.259  0.4787
H -0.441 0.122 -0.254  0.2033
H -1.641 0.674 -1.443  0.2706
H -0.086 1.529 -1.275  0.2695
H 1.053 6.231 -1.127  0.0437
H 1.270 8.571 -2.000  0.3436
H 1.246 7.482 -3.416  0.3031
H 0.135 8.871 -3.336  0.3223

The energy is -47297.332 eV. The multiplicity is 1.

***

[4]
# C21H26InN3Se4Si

A structure of composition C21H26InN3Se4Si (ωB97M-V/def2-TZVPD, the Open Molecules 2025 dataset).

Each line ends with the Mulliken charge.
CARTESIAN COORDINATES (ANGSTROEM)
In 0.535 -0.536 -0.133  1.1466
C -1.854 -1.095 -3.562  -1.4886
C -1.283 0.268 -3.320  0.8172
C -0.857 1.066 -4.384  -0.6322
C -0.346 2.320 -4.127  -0.7277
C -0.289 2.769 -2.815  -0.7659
C -0.728 1.919 -1.816  0.6955
N -1.200 0.693 -2.063  -0.2668
C -0.753 2.331 -0.386  0.4114
C -0.885 3.662 -0.022  -0.4241
C -1.045 3.969 1.317  -1.0275
C -1.140 2.946 2.238  -0.7992
C -0.992 1.631 1.809  0.8729
N -0.727 1.353 0.528  0.2102
C -1.232 0.488 2.729  0.5806
C -1.057 0.617 4.096  -0.8540
C -1.309 -0.490 4.890  -0.6647
C -1.742 -1.655 4.290  -0.5703
C -1.915 -1.692 2.904  0.6949
C -2.390 -2.941 2.228  -1.3958
N -1.656 -0.633 2.144  -0.1189
H -2.676 -1.041 -4.277  0.4310
H -1.094 -1.762 -3.969  0.2936
H -2.222 -1.520 -2.631  0.2313
H -0.931 0.692 -5.396  0.4401
H 0.007 2.947 -4.934  0.4412
H 0.121 3.742 -2.581  0.3695
H -0.905 4.437 -0.773  0.4299
H -1.153 4.998 1.632  0.4563
H -1.365 3.157 3.273  0.4051
H -0.680 1.532 4.530  0.3637
H -1.158 -0.443 5.959  0.4236
H -1.950 -2.539 4.877  0.4242
H -3.126 -3.457 2.844  0.4586
H -2.823 -2.705 1.258  0.2616
H -1.547 -3.613 2.059  0.2020
Se 1.972 -0.655 2.102  -0.4301
Se 1.964 -2.986 2.268  -0.2051
Se 2.149 -3.583 0.033  -0.2393
Se 0.021 -3.022 -0.738  -0.3208
C 4.734 0.150 -0.392  -0.8619
Si 3.383 1.147 -1.211  -0.0599
C 4.119 1.937 -2.754  -1.1606
C 2.797 2.537 -0.084  -0.5586
C 1.916 0.117 -1.687  -0.5738
H 5.644 0.748 -0.314  0.2897
H 4.963 -0.732 -0.995  0.2963
H 4.451 -0.194 0.603  0.2509
H 5.005 2.527 -2.510  0.3203
H 3.405 2.595 -3.252  0.3079
H 4.418 1.170 -3.471  0.3228
H 3.606 3.219 0.183  0.5015
H 2.380 2.138 0.845  0.0674
H 2.020 3.123 -0.583  0.0959
H 2.213 -0.836 -2.135  0.6527
H 1.333 0.660 -2.436  -0.0202

The energy is -301110.118 eV. The multiplicity is 1.

***

Number 1: LUMO 0.30 eV, HOMO-LUMO gap 8.22 eV. Number 2: LUMO 0.45 eV, HOMO-LUMO gap 8.22 eV. Number 3: LUMO -0.18 eV, HOMO-LUMO gap 8.45 eV. Number 4: LUMO -0.62 eV, HOMO-LUMO gap 6.54 eV.